No. 1
Computed, not measured: C51H78N3O3Tc as an isolated structure, with wB97M-V/def2-TZVPD.

- Gap between HOMO and LUMO (spin up / spin down): 8.143 / 7.266 eV
- Spin multiplicity: 4
- ⟨S²⟩: 3.766
- Highest occupied orbital energy (spin up / spin down): -10.173 / -10.324 eV
- Total charge: +1

Each line ends with the Löwdin spin population.
Cartesian coordinates (Å):
Tc 1.002 0.727 -0.858  2.279
C 4.715 -3.686 3.706  0.001
C 4.864 -2.252 4.236  0.002
C 4.498 -2.242 5.720  0.000
C 6.325 -1.809 4.093  0.001
C 3.956 -1.336 3.416  0.014
C 4.176 -1.169 2.057  -0.002
C 3.309 -0.437 1.260  0.014
C 3.653 -0.449 -0.214  0.009
N 3.127 0.676 -1.045  0.010
C 3.581 1.994 -0.528  0.002
C 2.754 3.143 -1.096  0.005
N 1.289 2.832 -1.168  0.011
C 0.722 3.097 -2.523  0.002
C 1.237 2.090 -3.531  0.005
N 1.121 0.696 -3.000  0.009
C 2.355 -0.087 -3.291  0.001
C 3.519 0.459 -2.476  0.005
C -0.112 0.037 -3.528  0.009
C -0.373 -1.378 -3.050  0.012
C -1.152 -2.160 -3.898  -0.002
C -1.544 -3.442 -3.556  0.011
C -1.093 -3.937 -2.333  -0.002
C -0.301 -3.210 -1.450  0.010
C 0.040 -1.901 -1.823  0.008
O 0.804 -1.176 -0.960  0.159
C 0.176 -3.825 -0.121  0.001
C -0.327 -3.005 1.078  0.002
C -0.348 -5.252 0.056  0.000
C 1.710 -3.900 -0.089  0.001
C -2.421 -4.257 -4.508  0.001
C -2.812 -5.610 -3.912  0.000
C -3.704 -3.472 -4.811  0.001
C -1.657 -4.504 -5.815  0.001
C 0.545 3.607 -0.132  0.009
C -0.950 3.416 -0.143  0.015
C -1.717 4.548 0.110  -0.002
C -3.096 4.486 0.228  0.015
C -3.679 3.226 0.113  -0.003
C -2.959 2.058 -0.137  0.013
C -1.578 2.180 -0.312  0.005
O -0.876 1.074 -0.699  0.174
C -3.651 0.689 -0.189  0.002
C -3.518 0.056 -1.582  0.001
C -5.146 0.802 0.125  0.000
C -3.031 -0.229 0.875  0.002
C -3.903 5.763 0.470  0.002
C -5.402 5.481 0.569  0.000
C -3.667 6.733 -0.696  0.001
C -3.445 6.422 1.778  0.001
C 2.184 0.176 1.828  0.005
O 1.229 0.758 1.056  0.158
C 1.986 0.128 3.214  0.014
C 2.869 -0.660 3.954  -0.003
C 0.814 0.777 3.986  0.001
C 1.310 1.227 5.372  0.000
C 0.187 2.017 3.333  0.001
C -0.284 -0.281 4.162  0.001
H 5.323 -4.374 4.297  0.000
H 5.035 -3.761 2.665  0.000
H 3.674 -4.013 3.763  0.000
H 5.175 -2.903 6.263  0.000
H 3.481 -2.600 5.889  0.000
H 4.591 -1.243 6.154  0.000
H 6.973 -2.460 4.682  0.000
H 6.459 -0.785 4.447  0.000
H 6.667 -1.857 3.058  0.000
H 5.033 -1.639 1.586  0.000
H 3.277 -1.356 -0.689  0.001
H 4.742 -0.445 -0.318  0.002
H 4.637 2.148 -0.766  0.000
H 3.487 1.958 0.556  0.000
H 3.094 3.434 -2.090  0.000
H 2.900 4.010 -0.451  0.000
H 0.960 4.119 -2.834  0.000
H -0.360 3.023 -2.427  0.000
H 2.281 2.281 -3.768  0.000
H 0.681 2.175 -4.466  0.000
H 2.585 -0.047 -4.360  -0.001
H 2.152 -1.123 -3.027  0.000
H 3.883 1.406 -2.875  0.000
H 4.353 -0.242 -2.522  0.000
H -0.044 0.031 -4.620  0.002
H -0.941 0.690 -3.245  0.000
H -1.465 -1.735 -4.846  0.000
H -1.372 -4.939 -2.053  0.000
H -1.419 -2.981 1.093  0.000
H 0.039 -1.980 1.063  0.000
H 0.013 -3.474 2.005  0.000
H -1.439 -5.290 0.065  0.000
H 0.001 -5.636 1.015  0.000
H 0.018 -5.926 -0.722  0.000
H 2.157 -2.908 -0.094  0.000
H 2.088 -4.464 -0.945  0.000
H 2.035 -4.408 0.822  0.000
H -3.363 -5.496 -2.976  0.000
H -1.941 -6.240 -3.725  0.000
H -3.457 -6.140 -4.615  0.000
H -4.234 -3.221 -3.889  0.000
H -4.370 -4.069 -5.436  0.000
H -3.495 -2.543 -5.344  0.000
H -0.744 -5.074 -5.630  0.000
H -1.378 -3.566 -6.299  0.000
H -2.277 -5.070 -6.514  0.000
H 0.759 4.669 -0.285  0.001
H 0.974 3.304 0.825  0.001
H -1.208 5.500 0.224  0.000
H -4.748 3.145 0.227  -0.001
H -3.944 0.713 -2.344  0.000
H -4.069 -0.888 -1.608  0.000
H -2.481 -0.156 -1.841  0.000
H -5.686 1.365 -0.639  0.000
H -5.327 1.269 1.095  0.000
H -5.574 -0.201 0.157  0.000
H -1.975 -0.415 0.695  0.001
H -3.550 -1.191 0.878  0.000
H -3.140 0.214 1.869  0.000
H -5.794 5.044 -0.351  0.000
H -5.934 6.418 0.744  0.000
H -5.636 4.810 1.398  0.000
H -3.973 6.284 -1.643  0.000
H -2.615 7.015 -0.778  0.000
H -4.246 7.648 -0.550  0.000
H -3.582 5.745 2.623  0.000
H -4.027 7.326 1.967  0.000
H -2.392 6.707 1.742  0.000
H 2.690 -0.741 5.016  -0.001
H 2.218 1.828 5.292  0.000
H 1.515 0.389 6.039  0.000
H 0.541 1.834 5.853  0.000
H 0.948 2.777 3.132  0.000
H -0.530 2.450 4.033  0.000
H -0.340 1.787 2.412  0.001
H 0.097 -1.160 4.685  0.000
H -0.670 -0.603 3.191  0.000
H -1.115 0.128 4.742  0.000

***

No. 2
Computed, not measured: the molecule C3H7N5O at a distorted geometry, with wB97M-V/def2-TZVPD.

- Gap between HOMO and LUMO (spin up / spin down): 7.938 / 7.937 eV
- Structure (SMILES): [H]/N=C(C(N)=O)\C(N)=N\N
- Spin multiplicity: 1
- Highest occupied orbital energy (spin up / spin down): -8.097 / -8.096 eV

Each line ends with the natural charge from an NBO analysis.
Cartesian coordinates (Å):
H 2.648 0.583 0.329  0.337
N 1.924 1.322 0.301  -0.600
C 0.763 0.788 0.480  0.197
C -0.895 1.342 0.145  0.703
N -0.839 2.338 -0.818  -0.851
O -1.827 1.316 0.927  -0.612
C 0.516 -0.654 0.147  0.315
N 1.430 -1.613 -0.127  -0.841
N -0.780 -0.804 0.026  -0.292
N -1.261 -2.082 0.225  -0.693
H 0.075 2.557 -1.196  0.390
H -1.425 3.145 -0.662  0.403
H 2.224 -1.344 -0.693  0.398
H 1.001 -2.527 -0.239  0.417
H -2.237 -2.101 -0.076  0.367
H -1.317 -2.266 1.230  0.363

***

No. 3
Computed, not measured: the molecule C3H4N2O at a distorted geometry, with wB97M-V/def2-TZVPD.

- Gap between HOMO and LUMO: 10.900 eV
- Structure (SMILES): N#CCC(N)=O
- Spin multiplicity: 1
- Highest occupied orbital energy: -10.289 eV

Each line ends with the natural charge from an NBO analysis.
Cartesian coordinates (Å):
N -0.807 0.108 2.184  -0.313
C -1.034 0.281 0.990  0.281
C -0.770 0.692 -0.167  -0.672
C 0.426 -0.025 -0.749  0.698
N 1.070 -0.858 0.059  -0.810
O 0.697 0.110 -1.870  -0.582
H -1.453 0.463 -0.995  0.289
H -0.625 1.778 -0.202  0.294
H 0.728 -1.108 0.996  0.415
H 1.768 -1.442 -0.247  0.400

***

No. 4
Computed, not measured: a 2-piece molecular cluster, C3H3BrO overall at a distorted geometry, with wB97M-V/def2-TZVPD.

- Gap between HOMO and LUMO: 8.608 eV
- Spin multiplicity: 1
- Highest occupied orbital energy: -8.958 eV

Each line ends with the natural charge from an NBO analysis.
Cartesian coordinates (Å):
C -2.978 1.896 1.060  0.500
C 0.628 -0.410 0.728  -0.011
C 1.322 -0.598 -0.594  -0.765
O -2.234 2.607 0.617  -0.501
Br -1.137 -0.995 0.574  0.046
H 0.666 -0.724 -1.426  0.222
H 1.512 -1.642 -0.299  0.276
H 2.220 -0.135 -0.660  0.234